1.
ORCA calculation (ωB97M-V with the def2-TZVPD basis set) on a 2-piece molecular cluster, H15NSi6 overall.

Results
Frontier orbital gap ... 8.2 eV
HOMO ... -9.05 eV
Electronic energy ... -1800.5027 hartree
Spin multiplicity ... 1
LUMO energy ... -0.9 eV
Energy above the lowest of the compared OMol25 structures with the same formula, charge and spin ... 49.41 kcal/mol
SMILES ... [SiH3]/[SiH]=N\[SiH2][SiH3].[SiH3][SiH3]

CARTESIAN COORDINATES (ANGSTROEM)
Si (-0.88141, 3.08811, 0.47944)
Si (0.22732, 1.70718, -0.88168)
Si (1.56458, -0.83840, 0.51005)
Si (3.64870, -1.20807, -0.30186)
Si (-2.49959, -0.72081, 0.85386)
Si (-1.58683, -2.27087, -0.68298)
N (0.44961, 0.24193, 0.11851)
H (-0.14128, -2.30704, -0.43692)
H (-2.00018, -0.51198, 2.11876)
H (-0.38215, 4.05900, 1.56660)
H (-4.03132, -0.95938, 1.25573)
H (-2.38712, 0.64786, 0.10584)
H (-1.75463, 2.39410, 1.32308)
H (-1.67386, 3.96123, -0.51842)
H (-1.84655, -2.09110, -2.15181)
H (4.61862, -1.61726, 0.86849)
H (-0.52419, 1.45452, -2.05034)
H (4.11338, 0.21830, -0.64391)
H (3.83204, -2.21831, -1.42627)
H (1.50106, 2.01068, -1.44488)
H (-1.87746, -3.58732, -0.56526)
H (1.63129, -1.45236, 1.90395)

2.
ORCA calculation (ωB97M-V with the def2-TZVPD basis set) on H15NaO8 as an isolated structure.

Results
Frontier orbital gap ... 4.4 eV
HOMO ... -6.10 eV
Electronic energy ... -773.0960 hartree
Spin multiplicity ... 1
LUMO energy ... -1.7 eV
Energy above the lowest of the compared OMol25 structures with the same formula, charge and spin ... 107.06 kcal/mol

CARTESIAN COORDINATES (ANGSTROEM)
Na (0.51490, -0.29827, 0.69749)
O (2.00792, -2.11430, 4.34111)
O (-2.25994, 4.08080, -2.67069)
O (-0.28069, -1.56154, -4.84887)
O (-3.11453, 0.23328, -1.39668)
O (3.46866, 2.57719, 1.91642)
O (3.94976, -2.09076, -1.41693)
O (-2.40595, 2.80537, 3.03223)
O (-2.57639, -3.89529, -0.10968)
H (-3.85451, 0.51838, -0.82600)
H (3.78759, 3.47475, 2.01063)
H (-2.82341, 2.69607, 2.17781)
H (1.65118, -2.43188, 5.17064)
H (-2.84483, -4.49318, -0.80732)
H (4.67179, -1.47477, -1.29268)
H (-3.05855, 4.17611, -3.18970)
H (-0.82799, -1.30943, -4.10513)
H (-2.90865, -3.04082, -0.38485)
H (2.95692, -2.13497, 4.46439)
H (-2.83942, 3.56798, 3.41531)
H (0.60431, -1.61556, -4.48818)
H (-2.27747, 3.17294, -2.36783)
H (4.36845, -2.88992, -1.73678)
H (4.09083, 2.04781, 2.41531)

3.
ORCA calculation (ωB97M-V with the def2-TZVPD basis set) on a 8-piece molecular cluster, H15O11S overall.

Results
Charge ... -1
Frontier orbital gap ... 5.8 eV
HOMO ... -4.03 eV
Electronic energy ... -1234.8165 hartree
Spin multiplicity ... 1
LUMO energy ... 1.8 eV
Energy above the lowest of the compared OMol25 structures with the same formula, charge and spin ... 6.03 kcal/mol

CARTESIAN COORDINATES (ANGSTROEM)
S (1.96107, -0.93563, -2.18045)
O (3.03785, 1.94574, -0.40025)
O (3.19610, -0.43714, -2.73601)
O (0.98139, -1.36807, -3.09948)
O (-0.46057, 0.39717, 0.27651)
O (0.59545, -2.14160, 0.82868)
O (-0.33080, 2.18671, -1.92274)
O (2.19620, -2.05212, -1.25445)
O (-2.78158, 1.58402, 0.69635)
O (-0.65270, -0.00136, 3.46163)
O (-2.59066, -1.37948, 0.44386)
O (1.34085, 0.25256, -1.46697)
H (-2.73029, 2.36970, 1.22929)
H (1.39036, -2.27313, 0.27701)
H (0.37474, 0.55086, -0.15712)
H (-3.70736, 1.13992, 0.72089)
H (-2.38302, -2.27012, 0.05845)
H (0.04094, -0.53836, 3.76642)
H (-2.99603, -1.45717, 1.40040)
H (3.93864, 1.51854, -0.44436)
H (-0.56825, -0.56508, 0.70504)
H (-1.33909, 0.85036, 0.04862)
H (0.23022, 1.29272, -1.95796)
H (2.35022, 1.28399, -0.76807)
H (0.23908, -2.96296, 1.26496)
H (-1.10073, 2.15988, -2.20944)
H (-0.23201, 0.85004, 3.41918)